Entry from the Open Molecules 2025 dataset: a structure of composition C15H31HgNOSi3 (the ωB97M-V functional and the def2-TZVPD basis).

Output
Relative energy (zero: lowest compared OMol25 entry of this formula, charge and spin) = 35.7 kJ/mol
Total charge = -1
E = -1742.20660 hartree
Expectation value of S² = 0.762
HOMO (alpha / beta) = -2.667 / -4.373 eV
Multiplicity = 2

Cartesian coordinates (Å):
1 Hg 0.608 -0.759 -0.490
2 C -2.145 0.566 -2.519
3 Si -2.463 0.528 -0.658
4 C -2.971 -1.214 -0.130
5 C -3.971 1.658 -0.358
6 C -1.058 1.105 0.382
7 C -1.062 0.595 1.773
8 C -1.780 1.269 2.782
9 C -1.782 0.786 4.077
10 C -1.066 -0.368 4.375
11 C -0.382 -0.978 3.337
12 N -0.386 -0.516 2.093
13 Si 0.098 2.502 0.070
14 C -0.740 4.151 0.544
15 C 1.618 2.316 1.178
16 C 0.643 2.691 -1.728
17 H -3.019 0.177 -3.050
18 H -1.280 -0.049 -2.771
19 H -1.963 1.579 -2.881
20 H -3.822 -1.571 -0.718
21 H -3.258 -1.234 0.924
22 H -2.143 -1.912 -0.261
23 H -4.840 1.359 -0.955
24 H -3.729 2.692 -0.615
25 H -4.270 1.628 0.693
26 H -2.329 2.166 2.526
27 H -2.339 1.303 4.849
28 H -1.035 -0.778 5.376
29 H 0.203 -1.878 3.500
30 H -1.009 4.158 1.603
31 H -1.651 4.297 -0.041
32 H -0.086 5.012 0.366
33 H 1.333 2.301 2.232
34 H 2.320 3.141 1.028
35 H 2.135 1.380 0.959
36 H -0.198 2.904 -2.390
37 H 1.130 1.780 -2.076
38 H 1.351 3.521 -1.813
39 C 3.734 -1.720 -1.952
40 Si 2.849 -3.136 -1.035
41 C 1.913 -4.090 -2.382
42 C 4.290 -4.244 -0.490
43 O 1.907 -2.611 0.142
44 H 4.486 -2.096 -2.652
45 H 4.233 -1.063 -1.234
46 H 3.026 -1.103 -2.512
47 H 2.590 -4.526 -3.123
48 H 1.222 -3.420 -2.899
49 H 1.316 -4.896 -1.946
50 H 4.849 -4.597 -1.361
51 H 3.948 -5.117 0.073
52 H 4.974 -3.689 0.156

Cartesian forces (eV/Å) of the 2 atoms listed first:
0.0 -0.2 0.1
-0.1 0.0 0.2